The following is a quantum chemistry calculation of C34H48Ge2NO3PtSe2Te as an isolated structure in a non-equilibrium geometry, from the Open Molecules 2025 dataset.

The spin multiplicity is 4. As for the maximum force: 3.9 eV Å⁻¹. The value obtained for the LUMO energy (alpha / beta) is 0.126 / -1.577 eV. As for the charge: 0. For the gap between HOMO and LUMO (alpha / beta), the calculation gives 4.51 / 6.09 eV.

Each line ends with the Mulliken spin population.
Cartesian coordinates (Å):
Pt: 1.4224 -0.2218 0.7414  0.704
O: 6.1953 -3.6424 0.3234  0.000
C: 6.1138 -2.3420 0.9398  -0.013
C: 4.7225 -1.7344 0.6692  0.051
C: 4.5048 -1.5342 -0.8961  -0.062
O: 5.4104 -0.5265 -1.3874  -0.001
C: 4.8541 -0.3391 1.3012  0.006
Se: 3.5553 0.3756 2.4788  0.932
C: 3.6902 -2.7330 1.2478  0.022
Se: 2.2797 -1.7876 2.3479  0.691
H: 7.0962 -3.8144 0.0114  0.001
H: 6.8815 -1.6024 0.6146  0.001
H: 6.1907 -2.5180 2.0259  -0.002
H: 3.5133 -1.1274 -1.0456  0.020
H: 4.6237 -2.5448 -1.3962  -0.006
H: 5.6417 -0.7561 -2.3000  0.001
H: 4.8566 0.4010 0.4977  -0.029
H: 5.8161 -0.2690 1.8583  0.001
H: 4.1734 -3.3894 1.9834  0.005
H: 3.2601 -3.3761 0.4876  -0.006
O: 0.8081 0.9360 -0.7681  0.073
C: 1.5026 1.9281 -1.2205  -0.075
C: 0.9730 2.5160 -2.5428  0.006
C: 1.9719 2.7402 -3.7190  -0.001
C: 3.3039 3.4934 -3.4752  0.001
C: 4.0510 3.2987 -2.1304  -0.005
C: 3.3149 3.7117 -0.8569  -0.004
N: 2.3957 2.6425 -0.4925  0.031
H: 0.3236 3.4229 -2.2979  0.001
H: 0.2870 1.7670 -2.9614  -0.002
H: 1.4495 3.2597 -4.5265  0.000
H: 2.3543 1.7648 -4.1157  0.000
H: 3.1706 4.5300 -3.7135  0.000
H: 3.9369 3.0235 -4.2227  0.000
H: 4.8947 3.9884 -2.2234  0.000
H: 4.4535 2.2815 -2.1079  0.002
H: 2.8307 4.7116 -0.9723  0.002
H: 4.0049 3.8136 -0.0229  0.012
H: 2.4834 2.3587 0.4936  0.028
C: -4.7367 5.6329 0.4842  0.000
Te: -2.6082 5.1058 0.7371  0.000
C: -3.2091 3.2970 -0.3081  -0.004
C: -4.6820 3.3106 -0.5553  0.001
C: -5.3390 2.2857 -1.2481  -0.001
C: -6.7162 2.3534 -1.6335  0.000
C: -7.4196 3.4948 -1.2654  0.000
C: -6.7756 4.5822 -0.6120  0.000
C: -5.4308 4.5100 -0.2216  0.000
H: -4.6849 6.5329 -0.1558  0.000
H: -5.1443 5.8900 1.4528  0.000
H: -2.8727 2.4959 0.3159  0.006
H: -2.5998 3.2519 -1.2344  0.000
H: -4.7877 1.3370 -1.5104  0.000
H: -7.1828 1.4580 -2.1139  0.000
H: -8.5044 3.5897 -1.4076  0.000
H: -7.3593 5.4856 -0.3737  0.000
C: -3.2706 0.2837 2.3143  0.016
Ge: -2.0168 -1.0796 2.9731  0.086
C: -2.9626 -2.6527 3.6602  0.029
C: -0.9623 -0.1193 4.3773  -0.003
Ge: -0.4482 -1.7315 1.0354  0.326
C: -1.5089 -1.8005 -0.6808  0.001
C: -0.8825 -1.4845 -1.8574  0.077
C: -1.6629 -1.3864 -3.0526  0.005
C: -3.0737 -1.3804 -2.9854  0.003
C: -3.6714 -1.7324 -1.7874  0.012
C: -2.8863 -2.0585 -0.6956  0.024
C: 0.1090 -3.5875 1.3359  0.100
C: 0.1682 -4.1211 2.6049  -0.067
C: 0.4129 -5.4759 2.8083  -0.012
C: 0.7375 -6.3379 1.7219  0.026
C: 0.7829 -5.8020 0.4444  -0.008
C: 0.3582 -4.4695 0.2523  0.046
H: -4.3068 0.0031 2.5764  0.001
H: -3.1835 0.3173 1.1829  -0.001
H: -2.9897 1.2802 2.6747  0.000
H: -3.0343 -2.5946 4.7467  0.002
H: -2.5421 -3.6527 3.4513  -0.006
H: -3.9576 -2.6287 3.2627  0.002
H: -1.6550 0.4268 5.0100  0.001
H: -0.2091 0.5281 3.9023  0.006
H: -0.5153 -0.9298 4.9616  0.000
H: 0.2101 -1.3032 -1.8609  -0.030
H: -1.1303 -1.2424 -4.0084  0.001
H: -3.6905 -1.1037 -3.8437  0.000
H: -4.7631 -1.7431 -1.6992  -0.001
H: -3.3216 -2.4666 0.2293  -0.017
H: -0.0477 -3.5776 3.5259  -0.008
H: 0.3364 -5.8319 3.8286  -0.001
H: 0.9843 -7.3649 1.7994  0.003
H: 1.0761 -6.4252 -0.4163  0.000
H: 0.2578 -4.0747 -0.7695  0.001